Entry 1:
A 16-piece molecular cluster, C2H34O16 overall, computed with ωB97M-V/def2-TZVPD.

Properties
Strongest force on any atom: 1.948 eV/Å
HOMO: -9.5 eV
Relative energy (zero: lowest compared OMol25 entry of this formula, charge and spin): 0.0 kcal per mole
HOMO-LUMO gap: 0.348 Ha
Electronic energy: -35385.261 eV
Charge: 0

The geometry in XYZ format:
```
52
C2H34O16 (ωB97M-V/def2-TZVPD)
C -0.773 1.314 0.290
C -1.307 0.707 -0.746
O -1.938 -0.528 -0.573
H -0.174 2.206 0.154
H -0.699 0.863 1.270
H -1.162 0.827 -1.823
H -2.858 -0.551 -0.838
H -0.188 -2.665 -3.216
H -1.455 -2.329 -2.443
O -0.533 -2.580 -2.311
H 2.318 0.798 1.715
H 3.603 0.576 0.880
O 2.775 1.092 0.900
H 0.245 2.840 -1.857
H -0.529 2.631 -3.154
O -0.601 3.069 -2.299
H 2.176 1.708 -1.472
H 1.930 2.570 -0.414
O 2.006 2.662 -1.389
H -0.351 -1.372 0.948
H -0.648 -2.525 1.777
O -0.029 -1.761 1.773
H 2.938 -2.658 1.903
H 1.824 -1.940 1.011
O 2.750 -1.946 1.284
H 1.546 4.145 -0.028
H 0.026 4.330 -0.179
O 0.745 4.360 0.465
H -1.275 -3.948 -0.117
H -2.234 -4.061 1.193
O -1.332 -3.935 0.848
H -2.065 3.670 1.520
H -0.871 3.221 2.491
O -1.813 3.354 2.399
H 1.901 -1.149 -1.835
H 2.575 -1.435 -3.203
O 2.070 -0.788 -2.713
H 0.391 0.851 -4.285
H 0.334 -0.289 -3.167
O -0.071 0.531 -3.512
H 1.650 0.634 4.135
H 1.344 -0.589 3.218
O 1.892 0.217 3.307
H -3.918 -1.084 1.156
H -2.864 -1.642 2.021
O -3.535 -1.942 1.394
H 1.817 -3.365 -0.581
H 0.816 -3.560 -1.670
O 1.778 -3.641 -1.498
H -2.295 1.503 1.923
H -3.208 0.900 3.087
O -2.725 0.706 2.262
```

Entry 2:
A 2-piece molecular cluster, C4H7BrOS overall, computed with ωB97M-V/def2-TZVPD.

Properties
Strongest force on any atom: 3.365 eV/Å
HOMO (alpha / beta): -7.8 / -7.8 eV
Relative energy (zero: lowest compared OMol25 entry of this formula, charge and spin): 59.1 kcal per mole
HOMO-LUMO gap (alpha / beta): 0.288 / 0.288 Ha
Electronic energy: -87183.096 eV
Charge: 0

The geometry in XYZ format:
```
14
C4H7BrOS (ωB97M-V/def2-TZVPD)
C -1.273 -0.020 -1.319
C 0.147 1.758 0.916
C -0.774 -2.311 -1.258
C 0.291 0.346 0.370
O -1.333 -1.189 -1.910
S -1.720 1.443 -1.707
Br 1.895 0.101 -0.601
H 1.068 1.927 1.505
H -0.786 1.748 1.481
H 0.148 2.550 0.090
H -0.790 -2.188 -0.203
H 0.272 -2.368 -1.591
H -1.337 -3.235 -1.467
H 0.216 -0.544 0.944
```

Entry 3:
A 2-piece molecular cluster, C7H16N4OS overall, computed with ωB97M-V/def2-TZVPD.

Properties
Strongest force on any atom: 4.291 eV/Å
HOMO (alpha / beta): -15.1 / -15.1 eV
Relative energy (zero: lowest compared OMol25 entry of this formula, charge and spin): 98.3 kcal per mole
HOMO-LUMO gap (alpha / beta): 0.233 / 0.260 Ha
Electronic energy: -26341.374 eV
Charge: +2

The geometry in XYZ format:
```
29
C7H16N4OS (ωB97M-V/def2-TZVPD)
C 1.791 -1.565 0.135
C 1.829 0.584 -1.052
C 2.697 -0.401 -0.127
C -0.221 -0.348 -0.432
C -1.413 2.783 0.847
C -2.610 -1.338 0.413
C -1.407 1.409 1.284
N 0.457 -1.448 0.119
N 0.544 0.575 -1.180
N 2.549 1.258 -1.912
N 2.368 -2.730 0.418
O -2.233 -1.145 -2.185
S -1.870 -0.138 -0.825
H 3.184 0.087 0.737
H 3.306 -0.777 -0.945
H -0.769 3.371 1.591
H -2.342 3.210 1.102
H -1.290 2.919 -0.185
H -2.716 -2.240 -0.227
H -3.562 -0.980 0.649
H -1.950 -1.552 1.298
H -2.360 1.019 1.693
H -0.450 1.015 1.513
H -0.115 -2.204 0.451
H -2.845 -0.599 -2.739
H 3.519 1.569 -1.727
H 2.055 2.001 -2.520
H 3.385 -2.839 0.386
H 1.950 -3.593 0.339
```

Entry 4:
A 4-piece molecular cluster, C4H13O3S overall, computed with ωB97M-V/def2-TZVPD.

Properties
Strongest force on any atom: 1.192 eV/Å
HOMO: -4.2 eV
Relative energy (zero: lowest compared OMol25 entry of this formula, charge and spin): 33.1 kcal per mole
HOMO-LUMO gap: 0.266 Ha
Electronic energy: -21335.999 eV
Charge: -1

The geometry in XYZ format:
```
21
C4H13O3S (ωB97M-V/def2-TZVPD)
C -0.906 2.808 -0.878
O -0.378 3.637 -1.596
C -0.272 1.566 -0.347
C -0.537 0.453 -1.370
C -0.113 -0.896 -0.762
S -1.044 -2.350 -1.347
H -1.981 2.923 -0.610
H 4.542 -3.560 -1.482
H 0.804 1.727 -0.213
H -0.633 1.257 0.650
H -1.540 0.428 -1.790
H 0.074 0.638 -2.258
H -0.257 -0.838 0.306
H 0.937 -1.095 -0.942
H -2.263 -1.824 -1.281
H 0.114 0.003 3.345
H 0.787 -1.314 3.331
O 0.819 -0.515 3.874
H 4.359 -4.223 -1.211
H -1.605 0.865 2.473
O -0.908 0.308 2.108
```

Entry 5:
An isolated ion of composition C8H17NO2P and charge +1, computed with ωB97M-V/def2-TZVPD.

Properties
Strongest force on any atom: 5.423 eV/Å
HOMO: -11.6 eV
Relative energy (zero: lowest compared OMol25 entry of this formula, charge and spin): 10.4 kcal per mole
HOMO-LUMO gap: 0.323 Ha
Electronic energy: -23435.668 eV
Charge: +1

The geometry in XYZ format:
```
29
C8H17NO2P (ωB97M-V/def2-TZVPD)
C 0.856 0.502 2.496
C -0.783 -1.138 -0.829
C -1.760 -0.479 -1.830
C 0.586 -1.420 -1.451
C -1.065 0.568 -2.707
C 1.083 -0.168 -2.049
C 0.500 0.188 4.896
C 1.801 0.603 1.452
N 0.351 0.435 -2.975
O -0.376 1.009 2.331
O 1.377 0.107 3.709
P 1.369 1.015 -0.179
H -0.652 -0.650 0.138
H -1.139 -2.241 -0.506
H -2.000 -1.294 -2.434
H -2.642 0.021 -1.249
H 1.291 -1.962 -0.762
H 0.480 -2.201 -2.300
H -1.507 0.874 -3.652
H -1.236 1.554 -2.272
H 2.218 -0.327 -2.341
H 0.322 1.277 4.780
H 1.163 0.025 5.735
H -0.252 -0.494 4.770
H 2.855 0.414 1.637
H 0.765 1.048 -3.625
H -0.814 0.783 3.115
H 2.315 2.048 -0.373
H 0.323 1.752 -0.053
```

Entry 6:
A 11-piece molecular cluster, C12H46O11 overall, computed with ωB97M-V/def2-TZVPD.

Properties
Strongest force on any atom: 3.945 eV/Å
HOMO: -9.8 eV
SMILES string: CC(C)O.CC(C)O.CC(C)O.CC(C)O.O.O.O.O.O.O.O
Relative energy (zero: lowest compared OMol25 entry of this formula, charge and spin): 65.2 kcal per mole
HOMO-LUMO gap: 0.362 Ha
Electronic energy: -35710.605 eV
Charge: 0

The geometry in XYZ format:
```
69
C12H46O11 (ωB97M-V/def2-TZVPD)
C -11.499 29.745 -18.823
C -12.109 29.216 -17.535
C -11.725 27.715 -17.402
O -11.477 29.844 -16.494
H -11.595 29.082 -19.682
H -10.458 30.005 -18.632
H -11.934 30.715 -19.059
H -13.191 29.323 -17.611
H -12.266 27.180 -18.183
H -12.059 27.388 -16.417
H -10.655 27.528 -17.481
H -11.644 29.289 -15.729
C -13.523 19.342 -19.406
C -14.940 19.600 -18.855
C -15.157 19.224 -17.398
O -15.319 20.943 -18.992
H -13.453 18.271 -19.596
H -12.738 19.541 -18.676
H -13.331 19.818 -20.367
H -15.583 19.078 -19.564
H -15.152 18.158 -17.171
H -16.109 19.627 -17.053
H -14.515 19.683 -16.647
H -15.210 21.168 -19.919
C -9.322 21.296 -6.460
C -8.875 22.664 -7.118
C -7.404 22.737 -7.096
O -9.230 22.584 -8.531
H -8.894 20.382 -6.874
H -10.409 21.217 -6.497
H -9.004 21.281 -5.418
H -9.276 23.587 -6.699
H -6.845 21.953 -7.607
H -7.036 22.885 -6.081
H -7.182 23.654 -7.641
H -10.157 22.780 -8.685
C -8.396 22.445 -19.789
C -7.442 21.290 -19.995
C -7.090 20.965 -21.523
O -6.301 21.675 -19.381
H -9.342 22.075 -20.184
H -8.081 23.283 -20.410
H -8.700 22.743 -18.786
H -7.754 20.427 -19.407
H -6.623 21.795 -22.053
H -7.995 20.619 -22.023
H -6.345 20.173 -21.592
H -5.767 22.210 -19.972
O -14.238 23.548 -9.742
H -14.262 24.207 -9.048
H -15.151 23.282 -9.853
O -6.763 20.609 -11.790
H -7.433 21.073 -11.287
H -7.059 19.699 -11.800
O -6.242 23.551 -14.857
H -6.521 23.366 -15.754
H -6.168 22.690 -14.446
O -11.681 22.764 -13.676
H -12.167 22.801 -12.852
H -10.828 23.147 -13.469
O -12.189 28.180 -11.678
H -11.420 27.611 -11.719
H -12.231 28.462 -10.765
O -8.874 25.970 -12.258
H -8.884 25.499 -11.425
H -8.155 25.573 -12.750
O -15.761 23.303 -15.132
H -15.822 22.952 -16.021
H -14.848 23.162 -14.881
```

What is the strongest force on any atom in the fourth record? 1.192 eV/Å

Look up the strongest force on any atom of the third one. 4.291 eV/Å